Entry 1:
Computed, not measured: a cluster of 2 separate species, C4H12 in total in a non-equilibrium geometry, with ωB97M-V/def2-TZVPD.

Each atom is followed by the atoms it is bonded to, with distances in Å.
Atoms and positions in Å:
1 C -0.2070 1.6018 -1.2001  C2 1.522, H3 1.083, H4 1.088, H5 1.097
2 C -0.9223 0.3441 -1.6738  C1 1.522, H6 1.088, H7 1.094, H8 1.091
3 H 0.8187 1.3545 -0.9546  C1 1.083
4 H -0.3574 2.4455 -1.8710  C1 1.088
5 H -0.6752 1.9607 -0.2752  C1 1.097
6 H -0.8092 -0.5170 -1.0181  C2 1.088
7 H -0.4699 -0.0176 -2.6023  C2 1.094
8 H -1.9664 0.5344 -1.9246  C2 1.091
9 C 0.6508 -0.2503 1.6428  C10 1.526, H11 1.084, H12 1.083, H13 1.093
10 C 0.4972 -1.7085 1.2201  C9 1.526, H14 1.091, H15 1.084, H16 1.091
11 H -0.1724 0.3693 1.3072  C9 1.084
12 H 0.7897 -0.1600 2.7128  C9 1.083
13 H 1.5791 0.1512 1.2282  C9 1.093
14 H -0.5389 -1.9718 1.0032  C10 1.091
15 H 1.0023 -1.9553 0.2936  C10 1.084
16 H 0.9506 -2.4137 1.9179  C10 1.091

Values from the calculation:
Gap between HOMO and LUMO   12.7 eV
SMILES string   CC.CC
ΔE to the lowest compared entry with this formula, charge and spin   22.5 kJ/mol
Highest occupied orbital energy   -11.5 eV
Calculated total energy   -159.57640 Eh

=====

Entry 2:
Computed, not measured: a cluster of 5 separate species, C2H15N2O4 in total in a non-equilibrium geometry, with ωB97M-V/def2-TZVPD.

Each atom is followed by the atoms it is bonded to, with distances in Å.
Atoms and positions in Å:
1 C 1.4557 -0.2385 -0.7129  C2 1.284, N4 1.520, H5 1.073
2 C 1.0887 0.6801 0.1061  C1 1.284, N3 1.332, H6 1.129
3 N 1.9165 1.5097 0.7383  C2 1.332, H7 0.934, H8 1.028
4 N 0.2113 -0.8934 -1.2896  C1 1.520, H9 0.988, H10 1.024, H11 0.997
5 H 2.3460 -0.6522 -1.1469  C1 1.073
6 H -0.0101 0.7950 0.3407  C2 1.129
7 H 1.7309 2.3552 1.0887  N3 0.934
8 H 2.9210 1.4693 0.5233  N3 1.028
9 H -0.2138 -1.4323 -0.5783  N4 0.988
10 H 0.3710 -1.6649 -1.9444  N4 1.024
11 H -0.4797 -0.4087 -1.8208  N4 0.997
12 H 0.4176 -0.1742 6.6172  O14 0.917
13 H 0.9316 -1.5502 6.4331  O14 1.025
14 O 0.1718 -0.9235 6.1491  H12 0.917, H13 1.025
15 H -1.3921 1.9596 -1.4483  O17 0.986
16 H -0.2905 2.1114 -2.5404  O17 0.977
17 O -0.4169 1.9268 -1.5894  H15 0.986, H16 0.977
18 H -2.8630 2.4192 -3.5694  O20 0.977
19 H -1.9341 1.6047 -4.6561  O20 1.039
20 O -1.9832 2.0167 -3.7034  H18 0.977, H19 1.039
21 H -1.5619 -4.2219 0.5753  O23 0.929
22 H -1.1392 -3.3339 1.6828  O23 0.948
23 O -1.2774 -3.3540 0.7454  H21 0.929, H22 0.948

Values from the calculation:
Gap between HOMO and LUMO   9.5 eV
Charge   +1
ΔE to the lowest compared entry with this formula, charge and spin   264.4 kJ/mol
Highest occupied orbital energy   -12.3 eV
Calculated total energy   -495.37151 Eh

=====

Entry 3:
Computed, not measured: a cluster of 2 separate species, C5H14 in total in a non-equilibrium geometry, with ωB97M-V/def2-TZVPD.

Each atom is followed by the atoms it is bonded to, with distances in Å.
Atoms and positions in Å:
1 C 1.2940 0.1509 1.7386  C2 1.523, C3 1.567, H4 1.102, H5 1.093
2 C 2.4876 0.4670 0.8468  C1 1.523, H6 1.082, H7 1.095, H10 1.094
3 C 0.1076 1.1402 1.4785  C1 1.567, H8 1.098, H9 1.091, H11 1.075
4 H 1.5868 0.3148 2.7887  C1 1.102
5 H 1.0264 -0.9074 1.6880  C1 1.093
6 H 2.3713 0.1440 -0.1792  C2 1.082
7 H 2.7281 1.5229 1.0087  C2 1.095
8 H -0.6424 0.3899 1.1971  C3 1.098
9 H 0.3051 1.5015 0.4680  C3 1.091
10 H 3.3873 -0.0271 1.2254  C2 1.094
11 H -0.0612 1.9030 2.2174  C3 1.075
12 C -1.6440 -0.3525 -1.3277  C13 1.613, H14 1.091, H15 1.082, H16 1.076
13 C -2.1271 -1.3438 -2.5052  C12 1.613, H17 1.083, H18 1.089, H19 1.089
14 H -0.6691 -0.7419 -1.0305  C12 1.091
15 H -1.4691 0.5443 -1.9069  C12 1.082
16 H -2.3860 -0.3295 -0.5483  C12 1.076
17 H -3.1549 -1.6058 -2.2885  C13 1.083
18 H -1.5289 -2.2496 -2.5955  C13 1.089
19 H -1.8962 -0.8047 -3.4228  C13 1.089

Values from the calculation:
Gap between HOMO and LUMO   11.9 eV
SMILES string   CCC.CC
ΔE to the lowest compared entry with this formula, charge and spin   108.9 kJ/mol
Highest occupied orbital energy   -10.9 eV
Calculated total energy   -198.84769 Eh

=====

Entry 4:
Computed, not measured: a cluster of 13 separate species, C23H72O23S5 in total in a non-equilibrium geometry, with ωB97M-V/def2-TZVPD.

Each atom is followed by the atoms it is bonded to, with distances in Å.
Atoms and positions in Å:
1 O 10.8317 10.9562 18.5639  S2 1.438
2 S 9.4631 11.0677 18.9907  O1 1.438, O3 1.444, O4 1.620, C7 1.823
3 O 8.5914 9.9203 18.9032  S2 1.444
4 O 9.5044 11.4965 20.5523  S2 1.620, C5 1.446
5 C 10.4137 12.5699 20.8861  O4 1.446, C6 1.516, H8 1.088, H9 1.088
6 C 11.0411 12.1914 22.2129  C5 1.516, H10 1.091, H11 1.092, H12 1.093
7 C 8.6459 12.5123 18.2376  S2 1.823, H13 1.087, H14 1.087, H15 1.089
8 H 9.8638 13.5033 20.9916  C5 1.088
9 H 11.2121 12.6547 20.1523  C5 1.088
10 H 11.5610 13.0176 22.7005  C6 1.091
11 H 11.7251 11.3462 22.1073  C6 1.092
12 H 10.3427 11.8320 22.9735  C6 1.093
13 H 8.0260 13.0226 18.9700  C7 1.087
14 H 8.1427 12.1447 17.3473  C7 1.087
15 H 9.4428 13.1801 17.9136  C7 1.089
16 O 10.0913 15.4316 17.8453  S17 1.446
17 S 9.3067 16.6397 17.7164  O16 1.446, O18 1.444, O19 1.616, C22 1.788
18 O 9.2404 17.5466 18.8383  S17 1.444
19 O 9.8172 17.4135 16.3929  S17 1.616, C20 1.414
20 C 10.6031 16.7110 15.4505  O19 1.414, C21 1.550, H23 1.088, H24 1.093
21 C 9.7815 15.9200 14.4005  C20 1.550, H25 1.085, H26 1.089, H27 1.093
22 C 7.6671 16.1499 17.1987  S17 1.788, H28 1.089, H29 1.090, H30 1.085
23 H 11.3812 16.0790 15.8730  C20 1.088
24 H 11.1191 17.4139 14.7909  C20 1.093
25 H 9.1809 16.6265 13.8370  C21 1.085
26 H 9.2238 15.0983 14.8474  C21 1.089
27 H 10.5002 15.4837 13.7023  C21 1.093
28 H 7.1861 15.6214 18.0202  C22 1.089
29 H 7.8246 15.3954 16.4284  C22 1.090
30 H 7.1024 16.9992 16.8294  C22 1.085
31 O 2.8345 11.1353 23.6630  S32 1.431
32 S 2.4336 10.6274 22.3871  O31 1.431, O33 1.448, O34 1.623, C37 1.806
33 O 1.3923 11.2922 21.6320  S32 1.448
34 O 3.7966 10.6235 21.5053  S32 1.623, C35 1.438
35 C 3.7198 10.4550 20.0795  O34 1.438, C36 1.526, H38 1.089, H39 1.093
36 C 4.7895 11.2799 19.3689  C35 1.526, H40 1.092, H41 1.089, H42 1.089
37 C 2.1223 8.8487 22.4039  S32 1.806, H43 1.087, H44 1.085, H45 1.087
38 H 2.7389 10.6895 19.6680  C35 1.089
39 H 3.9174 9.3981 19.8856  C35 1.093
40 H 4.7729 12.3573 19.5468  C36 1.092
41 H 4.5876 11.1859 18.3032  C36 1.089
42 H 5.8192 11.0060 19.5960  C36 1.089
43 H 2.1287 8.5349 21.3633  C37 1.087
44 H 1.1836 8.7026 22.9288  C37 1.085
45 H 2.9736 8.3841 22.8956  C37 1.087
46 O 7.9713 14.7519 21.1395  S47 1.427
47 S 6.5854 14.9063 20.8359  O46 1.427, O48 1.447, O49 1.632, C52 1.838
48 O 6.0167 14.1155 19.7658  S47 1.447
49 O 5.7628 14.7226 22.2335  S47 1.632, C50 1.445
50 C 4.4027 14.2917 22.0037  O49 1.445, C51 1.519, H53 1.089, H54 1.093
51 C 3.4572 14.4956 23.1752  C50 1.519, H55 1.094, H56 1.090, H57 1.087
52 C 6.1446 16.6696 20.5632  S47 1.838, H58 1.087, H59 1.087, H60 1.085
53 H 4.4676 13.2213 21.8160  C50 1.089
54 H 3.9756 14.8878 21.1937  C50 1.093
55 H 3.9004 14.0665 24.0784  C51 1.094
56 H 2.5895 13.8508 23.0327  C51 1.090
57 H 3.1472 15.5177 23.3787  C51 1.087
58 H 6.4757 17.2371 21.4290  C52 1.087
59 H 5.0585 16.6312 20.5503  C52 1.087
60 H 6.7060 16.9815 19.6880  C52 1.085
61 O 6.5399 20.6903 14.7258  S62 1.449
62 S 7.7018 19.9021 15.0824  O61 1.449, O63 1.441, O64 1.631, C67 1.809
63 O 8.2950 19.9532 16.3942  S62 1.441
64 O 7.3867 18.3282 14.7944  S62 1.631, C65 1.430
65 C 6.5030 18.0322 13.7096  O64 1.430, C66 1.524, H68 1.094, H69 1.090
66 C 5.8559 16.6822 13.9938  C65 1.524, H70 1.089, H71 1.089, H72 1.091
67 C 9.0086 20.1406 13.8545  S62 1.809, H73 1.089, H74 1.088, H75 1.082
68 H 7.0420 17.9419 12.7615  C65 1.094
69 H 5.7002 18.7613 13.6049  C65 1.090
70 H 5.1251 16.7277 14.8001  C66 1.089
71 H 6.6238 15.9401 14.2059  C66 1.089
72 H 5.3304 16.3674 13.0905  C66 1.091
73 H 9.4758 21.0733 14.1674  C67 1.089
74 H 8.5056 20.3442 12.9119  C67 1.088
75 H 9.6443 19.2657 13.8869  C67 1.082
76 C 5.1922 13.3388 16.6382  O77 1.425, H78 1.095, H79 1.093, H80 1.089
77 O 5.7805 14.2102 15.6761  C76 1.425, H81 0.972
78 H 5.8663 12.4951 16.8162  C76 1.095
79 H 5.1630 13.8357 17.6114  C76 1.093
80 H 4.2037 13.0373 16.2940  C76 1.089
81 H 5.4837 13.9893 14.7771  O77 0.972
82 C 8.2706 12.0584 14.2132  O83 1.408, H84 1.097, H85 1.087, H86 1.098
83 O 9.0651 11.4225 15.1860  C82 1.408, H87 0.959
84 H 7.2126 11.7968 14.3406  C82 1.097
85 H 8.3600 13.1412 14.1925  C82 1.087
86 H 8.4924 11.6859 13.2047  C82 1.098
87 H 9.1332 10.4813 15.0164  O83 0.959
88 C 2.5473 15.7648 13.9540  O89 1.429, H90 1.092, H91 1.089, H92 1.090
89 O 3.3169 15.9765 12.7687  C88 1.429, H93 0.959
90 H 1.4940 15.6715 13.6802  C88 1.092
91 H 2.7987 14.8042 14.4010  C88 1.089
92 H 2.6976 16.5473 14.6977  C88 1.090
93 H 2.9380 16.6857 12.2454  O89 0.959
94 C 5.5892 13.0121 12.0801  O95 1.428, H96 1.090, H97 1.094, H98 1.087
95 O 4.7523 13.5769 13.0902  C94 1.428, H99 0.969
96 H 5.1611 13.1973 11.0951  C94 1.090
97 H 6.5596 13.5170 12.1155  C94 1.094
98 H 5.7326 11.9548 12.2864  C94 1.087
99 H 4.2152 14.2951 12.7239  O95 0.969
100 C 6.5625 8.3639 16.7455  O101 1.432, H102 1.096, H103 1.092, H104 1.087
101 O 6.3825 9.6843 17.2685  C100 1.432, H105 0.979
102 H 7.4282 8.3419 16.0739  C100 1.096
103 H 6.7693 7.7011 17.5890  C100 1.092
104 H 5.6632 8.1125 16.1889  C100 1.087
105 H 7.1938 9.8724 17.7832  O101 0.979
106 C 4.4318 9.3685 15.9071  O107 1.409, H108 1.094, H109 1.102, H110 1.089
107 O 3.2532 9.0323 16.6015  C106 1.409, H111 0.957
108 H 4.7642 8.6750 15.1295  C106 1.094
109 H 4.2617 10.3009 15.3444  C106 1.102
110 H 5.2551 9.6056 16.5791  C106 1.089
111 H 2.5635 8.6552 16.0549  O107 0.957
112 C 2.3505 12.3379 17.2276  O113 1.427, H114 1.099, H115 1.086, H116 1.095
113 O 2.6101 13.0130 15.9979  C112 1.427, H117 0.963
114 H 1.2623 12.2758 17.3711  C112 1.099
115 H 2.7285 11.3201 17.2138  C112 1.086
116 H 2.7127 12.9085 18.0888  C112 1.095
117 H 2.2819 13.9074 16.1361  O113 0.963
118 C 3.7778 15.7208 17.8224  O119 1.425, H120 1.087, H121 1.093, H122 1.097
119 O 3.1014 16.7239 18.5749  C118 1.425, H123 0.961
120 H 3.8140 14.7600 18.3292  C118 1.087
121 H 3.4695 15.6075 16.7799  C118 1.093
122 H 4.8276 16.0328 17.7662  C118 1.097
123 H 3.3440 17.5691 18.1868  O119 0.961

Values from the calculation:
Gap between HOMO and LUMO   9.5 eV
Highest occupied orbital energy   -9.5 eV
Calculated total energy   -4640.65089 Eh

=====

What is the formula in the third record?
C5H14

=====

Repeat the third record exactly.
Computed, not measured: a cluster of 2 separate species, C5H14 in total in a non-equilibrium geometry, with ωB97M-V/def2-TZVPD.

Each atom is followed by the atoms it is bonded to, with distances in Å.
Atoms and positions in Å:
1 C 1.2940 0.1509 1.7386  C2 1.523, C3 1.567, H4 1.102, H5 1.093
2 C 2.4876 0.4670 0.8468  C1 1.523, H6 1.082, H7 1.095, H10 1.094
3 C 0.1076 1.1402 1.4785  C1 1.567, H8 1.098, H9 1.091, H11 1.075
4 H 1.5868 0.3148 2.7887  C1 1.102
5 H 1.0264 -0.9074 1.6880  C1 1.093
6 H 2.3713 0.1440 -0.1792  C2 1.082
7 H 2.7281 1.5229 1.0087  C2 1.095
8 H -0.6424 0.3899 1.1971  C3 1.098
9 H 0.3051 1.5015 0.4680  C3 1.091
10 H 3.3873 -0.0271 1.2254  C2 1.094
11 H -0.0612 1.9030 2.2174  C3 1.075
12 C -1.6440 -0.3525 -1.3277  C13 1.613, H14 1.091, H15 1.082, H16 1.076
13 C -2.1271 -1.3438 -2.5052  C12 1.613, H17 1.083, H18 1.089, H19 1.089
14 H -0.6691 -0.7419 -1.0305  C12 1.091
15 H -1.4691 0.5443 -1.9069  C12 1.082
16 H -2.3860 -0.3295 -0.5483  C12 1.076
17 H -3.1549 -1.6058 -2.2885  C13 1.083
18 H -1.5289 -2.2496 -2.5955  C13 1.089
19 H -1.8962 -0.8047 -3.4228  C13 1.089

Values from the calculation:
Gap between HOMO and LUMO   11.9 eV
SMILES string   CCC.CC
ΔE to the lowest compared entry with this formula, charge and spin   108.9 kJ/mol
Highest occupied orbital energy   -10.9 eV
Calculated total energy   -198.84769 Eh

=====

The lowest calculated total energy belongs to which entry?
C23H72O23S5